No. 1
{
  "formula": "C5H5Cl2P",
  "method": "ωB97M-V/def2-TZVPD",
  "spin_multiplicity": 1,
  "gap_ev": 8.0,
  "smiles": "ClC(Cl)/P=C/C1C=C1",
  "e_homo_ev": -8.29,
  "relative_energy_kj_mol": 450.1,
  "species": ["Cl", "C", "Cl", "P", "C", "C", "C", "C", "H", "H", "H", "H", "H"],
  "coordinates": [[2.40047, 1.69197, 0.54045], [2.73054, -0.03181, 0.80655], [4.02294, -0.47931, -0.33557], [1.35792, -1.32745, 0.50796], [-0.08897, -0.38343, 0.27489], [-1.41813, -0.57535, -0.18313], [-2.09745, 0.21238, -1.25427], [-2.84111, 0.49520, -0.26847], [3.21202, -0.18798, 1.81838], [0.20513, 0.67943, 0.10111], [-1.91380, -1.57867, -0.02396], [-1.78991, 0.61377, -2.22826], [-3.77966, 0.87125, 0.24434]],
  "forces_ev_per_a": [[-0.18, -0.08, 0.40], [0.30, -0.22, 0.51], [0.30, -0.32, -0.21], [-2.10, 0.74, 0.22], [3.09, 1.75, -0.40], [-3.90, -2.34, 0.45], [1.38, 1.18, -1.57], [-0.45, -0.44, 1.97], [-0.90, 0.40, -1.06], [-0.19, -0.52, 0.59], [1.16, 0.93, -0.42], [-0.39, -0.65, 0.19], [1.88, -0.43, -0.66]]
}

---

No. 2
{
  "formula": "C5H5Cl3N2OS",
  "method": "ωB97M-V/def2-TZVPD",
  "spin_multiplicity": 1,
  "gap_ev": 10.1,
  "smiles": "CCOc1nc(C(Cl)(Cl)Cl)ns1",
  "e_homo_ev": -9.87,
  "relative_energy_kj_mol": 0.0,
  "species": ["C", "C", "O", "C", "N", "C", "C", "Cl", "Cl", "Cl", "N", "S", "H", "H", "H", "H", "H"],
  "coordinates": [[1.44598, -2.26541, -0.58543], [0.01223, -1.86709, -0.81516], [-0.11345, -0.51173, -1.20018], [-0.18785, 0.38158, -0.14934], [-0.00461, 0.10122, 1.10773], [0.00975, 1.25596, 1.84497], [0.40263, 1.23516, 3.32245], [-0.76663, 0.28283, 4.32822], [2.01942, 0.54345, 3.48524], [0.48463, 2.93179, 3.95829], [-0.26652, 2.37865, 1.19249], [-0.42220, 2.11562, -0.47163], [1.88208, -1.68350, 0.24622], [1.56500, -3.33574, -0.31708], [2.06196, -2.05542, -1.47953], [-0.33455, -2.44572, -1.66355], [-0.60733, -2.13591, 0.06005]],
  "forces_ev_per_a": [[1.21, 0.23, 0.47], [0.07, -1.68, 0.27], [-0.61, 2.07, 1.88], [0.44, -0.48, -1.25], [0.30, -0.29, -0.40], [-0.94, 1.26, -2.13], [-0.40, 0.76, 0.31], [0.51, 0.45, -0.70], [-0.09, -0.19, -0.12], [-0.25, -0.88, -0.28], [0.63, -0.31, 0.61], [0.20, -1.71, 2.14], [-0.19, -0.24, -0.28], [-0.31, 0.58, -0.26], [-0.33, -0.18, 0.33], [-0.40, 0.10, -0.19], [0.17, 0.50, -0.38]]
}

---

No. 3
{
  "formula": "C5H5Cl3N3O2",
  "method": "ωB97M-V/def2-TZVPD",
  "spin_multiplicity": 1,
  "gap_ev": [6.7, 6.9],
  "charge": 1,
  "e_homo_ev": [-13.00, -13.11],
  "relative_energy_kj_mol": 321.9,
  "species": ["C", "C", "C", "C", "C", "N", "N", "N", "O", "O", "Cl", "Cl", "Cl", "H", "H", "H", "H", "H"],
  "coordinates": [[-1.39994, 1.38485, -0.82461], [-1.68265, 0.18195, -0.19284], [0.57807, 0.48581, -0.39488], [-0.32068, -1.46020, 0.99111], [4.10924, 0.17723, -0.02297], [-0.39225, -0.23754, 0.20267], [-0.07389, 1.52587, -0.94870], [-2.93465, -0.39948, 0.07110], [-3.82227, 0.00738, -0.60973], [-3.04572, -1.28767, 0.94513], [2.73281, 0.92082, 0.58956], [4.47007, -1.37024, 0.56759], [4.70913, 0.78445, -1.51710], [-2.04508, 2.18596, -1.05755], [-1.27200, -1.53770, 1.55166], [-0.31601, -2.32463, 0.40606], [0.49515, -1.45604, 1.64128], [0.21069, 2.41918, -1.39777]],
  "forces_ev_per_a": [[-2.07, -1.36, 0.55], [3.48, 2.92, -0.45], [-0.07, -0.34, 1.31], [-1.25, 0.56, 0.71], [-1.65, 0.71, 0.04], [-1.18, -1.10, -0.99], [-0.59, 1.24, -0.54], [-0.40, -1.94, 1.83], [-1.11, 0.51, -0.64], [-0.07, 1.45, -1.33], [2.28, -0.89, -0.77], [0.17, 0.87, -0.57], [-0.19, -0.74, 1.36], [-0.79, 0.38, -0.63], [1.04, 0.25, -0.07], [0.30, -1.26, -1.30], [1.40, 0.18, 0.92], [0.72, -1.45, 0.57]]
}

---

No. 4
{
  "formula": "C5H5ClFN",
  "method": "ωB97M-V/def2-TZVPD",
  "spin_multiplicity": 1,
  "gap_ev": 10.0,
  "smiles": "C/C(CCl)=C(\\F)C#N",
  "e_homo_ev": -9.95,
  "relative_energy_kj_mol": 76.0,
  "species": ["C", "C", "C", "Cl", "C", "F", "C", "N", "H", "H", "H", "H", "H"],
  "coordinates": [[1.46475, -0.66080, 0.50593], [0.07173, -0.23562, 0.06144], [0.16077, 1.12633, -0.59035], [-0.13178, 2.44812, 0.52055], [-1.13970, -0.89367, 0.21534], [-1.20968, -2.11691, 0.75080], [-2.34041, -0.35043, -0.35275], [-3.10170, 0.40909, -0.77439], [2.09552, -0.93972, -0.25416], [1.54237, -1.53295, 1.16951], [1.94897, 0.23522, 0.91400], [-0.57274, 1.30073, -1.41502], [1.21191, 1.21060, -0.75091]],
  "forces_ev_per_a": [[-1.67, 0.02, 2.20], [-1.70, -0.97, 0.33], [-1.25, -0.74, -0.28], [-0.37, 0.77, 1.03], [2.96, 0.91, -0.82], [-0.13, 0.04, 0.10], [0.11, 1.02, 0.29], [0.03, -0.73, 0.02], [1.11, -0.52, -2.58], [-0.46, 0.56, 0.27], [-0.15, -0.34, 0.49], [1.13, -0.41, 0.34], [0.40, 0.38, -1.39]]
}

---

No. 5
{
  "formula": "C5H5ClFN",
  "method": "ωB97M-V/def2-TZVPD",
  "spin_multiplicity": 1,
  "gap_ev": [8.9, 8.1],
  "e_homo_ev": [-8.87, -8.18],
  "relative_energy_kj_mol": 495.6,
  "species": ["C", "C", "C", "C", "C", "N", "F", "Cl", "H", "H", "H", "H", "H"],
  "coordinates": [[0.25145, 1.83887, 0.55845], [1.40798, 1.32770, 0.28352], [0.85259, -1.07317, 0.01363], [-0.49769, -1.13580, -0.68906], [-1.41539, -0.28742, 0.04491], [1.59264, -0.09061, 0.19376], [-1.75404, -0.73492, 1.34754], [-2.62589, 0.61447, -0.70200], [-0.15763, 2.83744, 0.84747], [2.26678, 1.95899, 0.18587], [1.40004, -2.02101, 0.30581], [-0.40024, -0.99427, -1.85877], [-0.92061, -2.24026, -0.53112]],
  "forces_ev_per_a": [[-1.99, 0.76, 0.59], [-0.68, -1.61, -0.97], [1.21, -1.35, -0.79], [-0.39, -2.99, -0.83], [-0.19, 1.56, 2.22], [1.55, 1.76, 1.36], [0.51, 0.48, -2.44], [-0.61, -0.06, -0.11], [0.42, -1.15, -0.44], [0.77, -0.09, -0.06], [-1.19, 0.56, -0.60], [-0.34, 0.17, 2.59], [0.93, 1.95, -0.51]]
}

---

No. 6
{
  "formula": "C5H5ClN2",
  "method": "ωB97M-V/def2-TZVPD",
  "spin_multiplicity": 1,
  "gap_ev": 8.7,
  "smiles": "Cl/C=C\\n1ccnc1",
  "e_homo_ev": -8.71,
  "relative_energy_kj_mol": 352.4,
  "species": ["Cl", "C", "C", "N", "C", "C", "N", "C", "H", "H", "H", "H", "H"],
  "coordinates": [[2.93299, -0.86566, -0.20690], [2.33437, 0.70388, -0.26582], [0.94235, 0.80873, 0.14496], [-0.10917, 0.08951, 0.17004], [-0.47975, -1.33944, 0.20529], [-1.82639, -1.31141, -0.13498], [-2.41883, -0.05138, -0.31274], [-1.30102, 0.72672, -0.22577], [2.86546, 1.61266, 0.15084], [0.63089, 1.87819, 0.85231], [0.27674, -2.08341, 0.62828], [-2.61447, -2.01725, -0.35426], [-1.23317, 1.84887, -0.65124]],
  "forces_ev_per_a": [[1.23, -1.15, -0.72], [-5.51, 2.04, 3.59], [7.66, 6.74, 1.75], [-6.91, -4.69, -1.40], [0.32, 1.08, 0.13], [-0.61, -0.08, 0.50], [5.37, 1.41, -0.28], [-2.12, 1.57, -0.79], [0.08, -1.53, -0.98], [1.46, -2.60, -2.95], [-1.55, 1.14, -1.06], [0.83, -1.15, 0.62], [-0.25, -2.77, 1.58]]
}

---

No. 7
{
  "formula": "C5H5ClN2O2",
  "method": "ωB97M-V/def2-TZVPD",
  "spin_multiplicity": 1,
  "gap_ev": 8.5,
  "smiles": "Cc1c[nH]c(Cl)c1[N+](=O)[O-]",
  "e_homo_ev": -8.70,
  "relative_energy_kj_mol": 483.2,
  "species": ["C", "C", "C", "N", "C", "Cl", "C", "N", "O", "O", "H", "H", "H", "H", "H"],
  "coordinates": [[-1.79088, -1.01862, -0.14006], [-0.74082, 0.03406, -0.06723], [-0.74969, 1.40096, 0.10244], [0.50846, 1.92601, 0.15218], [1.43759, 1.00805, -0.03076], [3.13124, 1.27410, -0.03517], [0.63429, -0.35970, -0.12252], [1.22512, -1.59507, -0.03794], [0.59369, -2.64903, 0.03144], [2.44467, -1.54463, 0.06431], [-1.36727, -1.62847, -0.94943], [-1.66493, -1.40593, 0.85833], [-2.82982, -0.53208, -0.29239], [-1.44069, 2.21686, 0.05182], [0.60902, 2.87347, 0.41499]],
  "forces_ev_per_a": [[-0.73, 2.23, -0.47], [1.27, 0.74, -0.11], [-0.73, -0.01, -0.22], [0.51, -1.07, -0.37], [-0.92, -4.66, 0.15], [-0.91, 0.22, 0.11], [0.71, 6.24, 0.16], [1.43, -1.18, 0.68], [-0.32, 0.73, -0.32], [0.42, -0.59, -0.27], [-1.26, -0.58, 0.48], [-0.71, -1.20, 0.04], [1.69, -1.20, 0.07], [-1.16, -0.55, 0.16], [0.71, 0.87, -0.09]]
}

---

No. 8
{
  "formula": "C5H5ClN2O2",
  "method": "ωB97M-V/def2-TZVPD",
  "spin_multiplicity": 1,
  "gap_ev": [7.2, 7.2],
  "e_homo_ev": [-9.23, -9.24],
  "relative_energy_kj_mol": 417.7,
  "species": ["C", "C", "C", "C", "C", "N", "N", "O", "O", "Cl", "H", "H", "H", "H", "H"],
  "coordinates": [[-1.56384, 1.04588, -0.18482], [-1.64875, -0.41996, 1.35485], [3.23162, -1.10082, -0.07762], [-0.91967, 0.44258, -1.39242], [-0.24054, 0.39336, -0.08786], [-2.41552, 0.38672, 0.69656], [-0.32064, -0.55335, 0.88020], [4.21673, -0.82285, -0.58957], [2.27119, -1.59737, 0.31901], [2.44897, 1.28319, 0.26225], [-1.80221, 2.02636, -0.43116], [-1.93461, -1.00591, 2.10354], [-1.17041, -0.42122, -2.06533], [-0.66192, 1.18506, -2.06078], [0.50961, -0.84165, 1.27314]],
  "forces_ev_per_a": [[-0.17, -0.34, 0.88], [1.46, 1.50, -2.76], [0.37, -0.11, -0.80], [1.74, -3.43, -1.48], [0.10, 1.23, -1.39], [0.64, -0.75, 1.30], [-3.36, 2.30, -1.29], [1.50, 0.24, -0.37], [-1.57, -1.02, 1.06], [-1.90, 0.42, -0.05], [-0.23, 1.76, 0.00], [-1.31, -2.34, 3.09], [0.07, 0.20, 1.49], [0.60, 1.96, -0.88], [2.04, -1.61, 1.20]]
}

---

No. 9
{
  "formula": "C5H5ClO",
  "method": "ωB97M-V/def2-TZVPD",
  "spin_multiplicity": 1,
  "gap_ev": [7.7, 7.7],
  "smiles": "CC(O)=C=C=CCl",
  "e_homo_ev": [-7.82, -7.83],
  "relative_energy_kj_mol": 382.8,
  "species": ["C", "C", "O", "C", "C", "C", "Cl", "H", "H", "H", "H", "H"],
  "coordinates": [[0.60002, 0.20974, -1.91113], [0.95338, -0.09721, -0.47864], [2.09063, -0.75574, -0.11917], [0.00436, 0.03261, 0.47606], [-1.04333, 0.17729, 1.31713], [-2.08932, 0.28107, 2.39638], [-1.83704, -0.53199, 3.89693], [0.39295, 1.37057, -2.19446], [1.42114, 0.11563, -2.62452], [-0.19085, -0.41721, -2.08033], [2.76034, -0.74429, -0.71754], [-3.06228, 0.35952, 2.03929]],
  "forces_ev_per_a": [[2.34, 4.29, -0.31], [-1.16, 0.02, 1.33], [-3.10, 0.17, 2.82], [-3.23, 0.85, 2.63], [-0.02, -0.30, 1.42], [6.19, -1.36, -4.92], [0.01, 0.29, -0.06], [-0.23, -2.65, 1.40], [0.12, -0.96, 0.22], [-2.08, -1.19, -1.28], [2.76, 0.29, -3.09], [-1.58, 0.55, -0.18]]
}

---

| no. | E_tot (eV) |
| --- | --- |
| 1 | -39594.577 |
| 2 | -58695.686 |
| 3 | -51384.102 |
| 4 | -21994.405 |
| 5 | -21990.056 |
| 6 | -20764.424 |
| 7 | -24859.236 |
| 8 | -24859.914 |
| 9 | -19831.045 |